19
Properties=species:S:1:pos:R:3:forces:R:3 method="wB97M-V/def2-TZVPD" mol_weight_da=100.16 charge=0 e_tot_ev=-8460.690 gap_ha=0.334 lumo_energy_ev=1.0 de_lowest_ev=3.664
C 0.682848 -0.196101 2.727935 0.0 0.0 0.0
C 0.324384 -0.783624 1.357485 0.0 0.0 0.0
C -0.330673 0.247552 0.424919 0.1 0.1 0.1
C -0.829957 -0.342516 -0.869631 0.5 -0.1 -0.6
C -1.143471 0.555458 -2.034698 0.0 0.0 -0.1
C 0.221712 0.043632 -2.510933 -0.3 0.6 0.5
O 1.158480 0.998933 -2.141055 0.3 -0.7 -0.1
H 1.368991 0.657409 2.624444 -0.2 -0.2 0.0
H -0.218329 0.163149 3.246979 0.2 -0.1 -0.1
H 1.166883 -0.943794 3.371868 -0.1 0.2 -0.2
H -0.357619 -1.639051 1.491365 0.2 0.2 0.0
H 1.229444 -1.182691 0.871764 -0.2 0.1 0.1
H 0.384717 1.054390 0.195531 -0.2 -0.2 0.0
H -1.174533 0.730492 0.949453 0.2 -0.1 -0.2
H -1.426744 -1.257464 -0.796280 0.2 0.2 0.0
H -1.159307 1.624346 -1.796288 0.0 -0.3 -0.1
H -1.990566 0.262701 -2.659000 0.2 0.1 0.2
H 0.201332 -0.908628 -1.580365 -0.3 0.0 0.5
H 2.035381 0.601031 -2.299683 -0.6 0.3 0.0